1.
Entry from OMol25: a gas-phase ion, C5H8NO2S (charge +1) (wB97M-V/def2-TZVPD).

## Properties
DFT total energy: -798.36301 Ha
charge: +1
energy relative to the best compared isomer or geometry (same formula, charge and spin): 300.06 kJ/mol
max |F|: 0.0690 Eh/bohr
E_LUMO (alpha / beta): -6.8 / -6.8 eV

The geometry in XYZ format:
```
17
Properties=species:S:1:pos:R:3:forces:R:3
C -0.535 1.207 -0.941 -1.4 0.5 2.0
C -0.561 0.619 -2.293 0.2 0.0 -2.3
H -1.969 -1.386 1.246 0.0 0.6 0.6
H 0.401 -1.872 1.373 0.6 0.8 0.1
H -0.817 1.384 -3.123 0.0 -0.7 1.4
N 1.106 -0.143 0.313 2.1 2.4 -1.5
H 0.171 -0.221 2.113 0.0 -0.3 0.2
S -1.608 0.852 0.366 0.5 -0.3 -1.8
O -0.155 3.318 -2.047 -0.3 -0.5 -0.4
H 1.509 -0.636 -0.452 -0.2 -1.1 -0.7
C -1.260 -0.913 0.571 0.5 0.3 0.0
H 1.894 0.550 0.546 -2.1 -1.4 0.7
O -0.243 -0.481 -2.615 0.1 -0.8 0.4
H 0.172 3.106 -0.171 0.9 1.2 2.9
C 0.224 -0.783 1.188 -1.1 -1.3 0.3
H -1.331 -1.612 -0.278 0.5 0.9 -0.4
C -0.147 2.674 -1.039 -0.3 -0.4 -1.6
```
Positions in Å, forces in eV/Å.

---

2.
Entry from OMol25: 2 unconnected molecules or ions with the total composition C5H8NO2S3 (wB97M-V/def2-TZVPD).

## Properties
<S²>: 2.025
DFT total energy: -1594.71598 Ha
multiplicity: 3
charge: +1
max |F|: 0.0866 Eh/bohr
E_LUMO (alpha / beta): -4.2 / -6.9 eV

The geometry in XYZ format:
```
19
Properties=species:S:1:pos:R:3:forces:R:3
C -2.044 -0.937 0.041 -1.1 1.6 1.4
H -1.003 1.417 0.305 1.2 -0.6 -1.1
C 1.384 -0.700 2.697 -1.9 3.1 2.5
H 0.958 0.598 -2.052 0.5 0.0 0.0
H 1.040 -0.473 3.757 -0.3 -0.8 -1.6
O 1.319 -0.886 0.069 1.3 -1.7 0.4
S -0.246 -1.520 -2.306 0.4 -1.0 -1.0
H -1.329 2.332 -1.860 -1.6 1.3 0.7
H 2.410 -0.475 2.798 1.2 1.1 -1.1
C 0.555 0.009 0.588 -0.1 0.6 -2.5
C -0.203 0.823 -0.240 -1.0 1.7 0.5
H 1.035 -1.335 -0.805 -0.1 1.2 0.9
N -0.692 1.777 -2.329 1.7 -1.8 0.0
H -0.258 2.106 -3.144 0.1 0.7 -1.3
S -3.118 -0.295 1.000 0.6 -0.6 -0.2
S -1.707 -1.983 -1.110 -1.2 -2.2 -1.0
C 0.086 0.986 -1.581 -1.0 1.2 1.3
O 0.508 0.206 1.831 1.9 -1.1 2.6
H 1.306 -1.648 2.342 -0.7 -2.8 -0.6
```
Positions in Å, forces in eV/Å.

---

3.
Entry from OMol25: a gas-phase ion, C5H8NO3P (charge -2) (wB97M-V/def2-TZVPD).

## Properties
DFT total energy: -817.16038 Ha
SMILES: C[C@]1(P(=O)([O-])[O-])CCC=N1
charge: -2
energy relative to the best compared isomer or geometry (same formula, charge and spin): 95.69 kJ/mol
max |F|: 0.0877 Eh/bohr
E_LUMO: 6.6 eV

The geometry in XYZ format:
```
18
Properties=species:S:1:pos:R:3:forces:R:3
H -2.468 1.604 0.133 -0.3 -0.3 -0.1
C -0.801 1.243 -1.279 0.1 -1.1 0.1
C 0.180 -0.326 -0.190 1.1 -4.1 1.5
C -0.918 0.164 0.777 0.3 -2.6 1.0
H -0.921 2.229 0.602 0.2 0.4 0.0
P 1.920 0.162 0.331 0.4 0.4 0.8
H 0.915 -2.080 0.659 -0.3 -1.0 -0.4
H -0.946 1.836 -2.156 -0.4 0.8 -0.3
C 0.238 -2.010 -0.212 0.2 2.2 -1.0
C -1.399 1.380 0.124 0.1 2.4 -0.9
H -1.715 -0.633 0.727 0.4 0.6 0.5
O 1.812 1.693 0.434 0.1 -0.5 0.3
H 0.594 -2.512 -1.205 -0.4 1.2 1.9
O 2.757 -0.359 -0.822 0.4 -0.1 0.3
O 2.023 -0.608 1.677 0.2 0.6 -0.6
H -0.467 0.253 1.807 -0.7 0.0 -1.0
H -0.802 -2.292 -0.008 0.1 -0.4 0.1
N 0.001 0.255 -1.400 -1.6 1.4 -2.3
```
Positions in Å, forces in eV/Å.

---

- What is the DFT total energy in the first record?
  -798.36301 Ha